# 1
This record from OMol25 describes C25H31N5O6Pt as an isolated structure. The level of theory is wB97M-V/def2-TZVPD.

Its charge is 0. The electronic energy comes out at -1815.85975 Ha. For the LUMO energy, the calculation gives -1.0 eV. The multiplicity is 1.

Each line ends with the natural charge from an NBO analysis.
Geometry (Å):
Pt: -0.39469 -0.65852 1.03526  0.975
O: -3.12079 -4.55903 -1.71568  -0.637
C: -2.19350 -4.17507 -2.62653  0.348
C: -2.22614 -4.70291 -3.91674  -0.308
C: -1.29755 -4.32273 -4.86538  -0.161
C: -0.30935 -3.40165 -4.54031  -0.261
C: -0.27581 -2.87831 -3.26370  -0.149
C: -1.20655 -3.23935 -2.28558  -0.156
C: -1.07652 -2.58392 -0.96028  0.604
O: -0.13195 -1.74352 -0.81900  -0.692
N: -1.92856 -2.91908 0.01169  -0.414
N: -1.65531 -2.16105 1.08597  -0.167
C: -2.19589 -2.40387 2.23555  -0.016
C: -1.82491 -1.49888 3.31338  0.173
C: -2.39831 -1.54329 4.57577  -0.226
C: -1.96421 -0.65692 5.54550  -0.140
C: -0.96188 0.24631 5.23141  -0.255
C: -0.43668 0.25211 3.95218  0.105
N: -0.85341 -0.59215 3.01206  -0.422
H: -3.68678 -5.22574 -2.12087  0.476
H: -2.99873 -5.42216 -4.16739  0.206
H: -1.34565 -4.74895 -5.85878  0.215
H: 0.42730 -3.10161 -5.27211  0.218
H: 0.49070 -2.16977 -2.98047  0.242
H: -2.85672 -3.25024 2.36402  0.219
H: -3.17386 -2.26788 4.77743  0.231
H: -2.39808 -0.67510 6.53586  0.227
H: -0.58475 0.94893 5.95926  0.234
H: 0.35373 0.93022 3.67435  0.227
C: 3.81335 1.20136 3.21193  -0.619
C: 4.34885 1.45480 1.80791  -0.376
C: 3.25037 1.80712 0.78627  -0.253
C: 3.85060 1.87471 -0.63094  -0.363
C: 2.82464 2.23515 -1.69890  -0.625
C: 2.71555 3.18040 1.13552  0.717
O: 3.40259 4.17773 1.13105  -0.597
N: 1.39230 3.23842 1.48520  -0.671
C: 0.46467 2.19440 1.47843  0.793
O: -0.67652 2.43279 1.83880  -0.656
N: 0.89369 0.96371 1.10106  -0.731
C: 2.20271 0.69719 0.79765  0.702
O: 2.54844 -0.43655 0.52169  -0.610
H: 4.62976 0.99461 3.90365  0.220
H: 3.14360 0.33890 3.22674  0.208
H: 3.27362 2.07062 3.59618  0.199
H: 4.86709 0.56973 1.43786  0.225
H: 5.05616 2.28590 1.81872  0.223
H: 4.28474 0.89651 -0.83957  0.224
H: 4.65474 2.61238 -0.61081  0.219
H: 1.98710 1.53329 -1.70042  0.214
H: 3.27859 2.20865 -2.68945  0.218
H: 2.42760 3.24119 -1.54694  0.205
H: 1.01652 4.14273 1.73498  0.426
C: -2.81134 -0.15229 -2.76166  -0.643
C: -1.44830 0.47325 -2.51157  -0.067
O: -1.30978 0.97807 -1.18941  -0.562
C: -1.93900 2.23998 -0.98825  -0.075
C: -1.04401 3.39239 -1.41493  -0.631
H: -2.81666 -0.65643 -3.72969  0.214
H: -3.61105 0.58870 -2.76527  0.203
H: -3.03513 -0.89133 -1.99035  0.214
H: -1.24849 1.26966 -3.23816  0.161
H: -0.66789 -0.27947 -2.61665  0.202
H: -2.14881 2.30316 0.07979  0.217
H: -2.89402 2.27477 -1.52239  0.158
H: -0.19122 3.48766 -0.74319  0.203
H: -1.59954 4.33125 -1.39555  0.210
H: -0.66071 3.24904 -2.42621  0.204

---

# 2
This record from OMol25 describes C25H31N5O6Ti as an isolated structure. The level of theory is wB97M-V/def2-TZVPD.

Its charge is 0. The electronic energy comes out at -2545.96946 Ha. For the LUMO energy (spin up / spin down), the calculation gives 0.1 / 0.1 eV. The expectation value of S² is 2.023. The multiplicity is 3.

Each line ends with the natural charge from an NBO analysis.
Geometry (Å):
Ti: -0.06914 -1.06568 0.94382  1.455
O: 2.92596 0.69033 3.60386  -0.655
C: 1.69291 0.77198 3.11479  0.811
O: 1.13445 -0.17901 2.61555  -0.622
C: 1.11830 2.15971 3.27985  -0.170
O: -0.18470 2.34039 2.82576  -0.501
C: -1.19000 1.52718 3.40834  -0.172
C: -1.49947 0.30292 2.54885  0.758
O: -1.75350 -0.78999 3.07377  -0.684
O: -1.39317 0.45293 1.28916  -0.767
H: 3.27760 -0.18733 3.38576  0.511
H: 1.75216 2.82658 2.69180  0.236
H: 1.24250 2.44194 4.33353  0.203
H: -2.08985 2.14090 3.47697  0.214
H: -0.91926 1.19766 4.41438  0.190
C: -0.12392 -4.43950 3.62288  -0.698
C: -0.56539 -3.70756 2.39084  0.722
O: 0.22112 -2.96323 1.78483  -0.692
N: -1.79326 -3.94392 1.93112  -0.564
C: -2.41328 -3.20367 0.81828  -0.262
C: -1.65106 -3.13614 -0.48068  0.131
C: -1.77325 -4.15031 -1.41388  -0.223
C: -1.19140 -4.02628 -2.66540  -0.215
C: -0.54418 -2.82132 -2.94464  -0.242
C: -0.42750 -1.86178 -1.97123  0.031
N: -0.90380 -2.01577 -0.70520  -0.563
H: 0.80735 -4.00336 3.96976  0.248
H: 0.03530 -5.49269 3.38892  0.243
H: -0.87693 -4.37244 4.40807  0.234
H: -2.43240 -4.40190 2.56024  0.403
H: -2.63726 -2.19041 1.16439  0.248
H: -3.35660 -3.72164 0.64697  0.219
H: -2.35689 -5.02677 -1.15699  0.212
H: -1.27233 -4.80796 -3.40730  0.218
H: -0.12610 -2.62441 -3.92302  0.222
H: 0.07868 -0.92757 -2.16533  0.221
C: -0.85038 1.80960 -2.65561  -0.257
C: -1.44902 2.99650 -3.46024  -0.254
N: -1.66193 4.14553 -2.57914  -0.418
C: -2.57726 3.75174 -1.50628  -0.256
C: -1.98303 2.56639 -0.69856  -0.250
N: -0.68113 2.18556 -1.25162  -0.422
C: 0.21200 3.34373 -1.17914  -0.259
C: -0.38201 4.53139 -1.98534  -0.254
H: 0.12799 1.51684 -3.04751  0.198
H: -1.49859 0.93111 -2.69703  0.200
H: -2.40974 2.73006 -3.90624  0.196
H: -0.78498 3.30510 -4.27072  0.197
H: -3.53478 3.48572 -1.95989  0.195
H: -2.74755 4.62311 -0.86961  0.194
H: -2.63206 1.69057 -0.72798  0.206
H: -1.83667 2.82149 0.35054  0.210
H: 1.18688 3.05111 -1.57669  0.198
H: 0.34269 3.60118 -0.12406  0.199
H: 0.28822 4.83876 -2.79107  0.197
H: -0.55068 5.40224 -1.34792  0.196
N: 6.51823 0.32403 -2.59232  -0.349
C: 5.51757 0.09754 -2.07105  0.306
C: 4.27739 -0.18204 -1.42126  -0.231
C: 3.89368 -1.50127 -1.17702  -0.185
C: 2.68305 -1.75685 -0.54910  -0.188
C: 1.81838 -0.73411 -0.13763  -0.467
C: 2.24209 0.57823 -0.39361  -0.264
C: 3.44139 0.86524 -1.02785  -0.164
H: 4.54180 -2.31210 -1.48664  0.215
H: 2.40377 -2.79473 -0.38771  0.194
H: 1.60257 1.40748 -0.10864  0.207
H: 3.74042 1.88893 -1.22188  0.213

---

# 3
This record from OMol25 describes a 2-piece molecular cluster, C25H32BrFN5O3S overall in a non-equilibrium geometry. The level of theory is wB97M-V/def2-TZVPD.

Its charge is -1. The electronic energy comes out at -4543.36092 Ha. For the LUMO energy, the calculation gives 2.3 eV. The multiplicity is 1.

Each line ends with the natural charge from an NBO analysis.
Geometry (Å):
C: 6.59486 -0.31112 1.67138  -0.612
C: 6.62045 -0.17238 0.11731  -0.399
C: 5.62688 0.94979 -0.27986  -0.388
C: 5.14684 0.83919 -1.77679  -0.430
C: 3.62841 0.65164 -1.76852  -0.045
C: 2.85315 1.71252 -1.42054  -0.183
C: 1.44031 1.65939 -1.33499  0.094
N: 0.78486 2.80198 -0.96321  -0.401
C: -0.50266 2.60409 -0.90179  0.249
C: -1.32959 3.81511 -0.45114  -0.466
C: -1.55470 3.88301 1.07231  0.119
C: -0.32995 3.36678 1.86484  -0.646
O: -2.71027 3.15381 1.45650  -0.696
C: -1.19554 1.35097 -1.21433  0.273
C: -2.68021 1.23975 -1.08702  -0.542
C: -3.33489 0.16200 -1.99710  -0.395
C: -4.24403 -0.86013 -1.21495  -0.408
C: -3.81174 -2.32348 -1.41582  -0.380
C: -2.39987 -2.58670 -0.80785  -0.457
C: -2.25942 -4.02958 -0.27061  -0.408
C: -2.60984 -4.25112 1.23451  -0.514
S: -3.88914 -3.15826 1.94427  0.239
C: -3.08174 -2.04791 3.04570  0.365
N: -1.90670 -2.04830 3.55848  -0.345
N: -1.89268 -0.92568 4.36068  -0.301
C: -3.01067 -0.33445 4.25181  0.287
O: -3.84341 -1.01574 3.41677  -0.414
N: -0.52731 0.27826 -1.57642  -0.414
C: 0.82824 0.44585 -1.62706  0.142
C: 1.64595 -0.63958 -2.02052  0.224
O: 1.00948 -1.85912 -2.35806  -0.461
C: 0.87217 -2.58162 -1.27424  0.557
N: 1.06450 -3.28788 -0.36207  -0.410
C: 2.99468 -0.58267 -2.10394  -0.101
Br: 4.06041 -2.07727 -2.61990  0.067
H: 6.26570 0.63734 2.11813  0.201
H: 5.88820 -1.10907 1.92738  0.216
H: 7.59482 -0.52019 2.07503  0.201
H: 6.28516 -1.12796 -0.30763  0.204
H: 7.61856 0.05566 -0.28079  0.191
H: 6.01721 1.95199 -0.05439  0.199
H: 4.74740 0.80960 0.36554  0.209
H: 5.66476 0.03515 -2.30367  0.225
H: 5.31849 1.82229 -2.23565  0.214
H: 3.35699 2.64804 -1.16841  0.215
H: -0.69982 4.68696 -0.69439  0.220
H: -2.25193 3.93520 -1.02563  0.231
H: -1.66424 4.94055 1.38669  0.143
H: -0.43622 3.57898 2.94013  0.197
H: 0.58291 3.87821 1.52605  0.209
H: -0.19912 2.28272 1.75835  0.242
H: -2.83582 3.34480 2.39201  0.460
H: -3.19747 2.18985 -1.27055  0.193
H: -2.88523 0.95066 0.01094  0.396
H: -2.63056 -0.35131 -2.66263  0.207
H: -4.04338 0.69370 -2.65741  0.183
H: -4.28508 -0.63028 -0.14367  0.258
H: -5.26704 -0.78586 -1.62984  0.171
H: -4.56749 -2.99583 -0.97498  0.186
H: -3.75379 -2.57591 -2.49021  0.175
H: -1.67590 -2.37437 -1.60892  0.200
H: -2.24466 -1.81664 -0.03012  0.284
H: -1.23934 -4.41007 -0.41062  0.226
H: -2.94789 -4.66459 -0.85409  0.178
H: -1.71944 -4.18784 1.87010  0.251
H: -3.02200 -5.26665 1.31631  0.209
H: -3.27346 0.56811 4.78263  0.189
F: -2.55709 -0.01440 1.18648  -0.884

---

Question: The lowest charge belongs to which entry?
Answer: C25H32BrFN5O3S